1.
Here is a molecular structure, C17H35Cl3F3N4O7Y in a non-equilibrium geometry from OMol25. Energies are from wB97M-V/def2-TZVPD.

Geometry as ORCA input:
```
! RIJCOSX wB97M-V def2-TZVPD def2/J DEFGRID3
* xyz 1 2
Y -1.324 -3.162 -0.334
Cl 0.859 -0.813 -5.232
Cl -1.756 0.414 -4.367
Cl 0.808 1.570 -3.425
F 1.912 4.911 4.977
F 0.619 6.158 3.746
F 0.066 4.126 3.960
O -1.983 -1.835 1.498
O -1.013 -3.062 -2.829
O 3.714 -3.509 1.969
O -5.407 1.248 0.382
O 3.255 5.011 2.661
O 1.501 3.754 1.823
O 0.241 -1.631 -0.653
N -3.250 1.755 -0.331
N -1.109 -4.415 -4.693
N -1.479 -0.347 3.119
N 3.669 -1.299 1.485
C 1.344 2.394 -0.049
C -0.075 0.076 -3.932
C -1.825 -4.642 -5.991
C 3.261 -2.544 1.387
C 0.156 -5.107 -4.509
C 1.163 4.936 3.886
C -4.382 0.948 -0.249
C -0.032 -0.443 2.890
C -2.157 0.394 4.090
C 2.225 3.384 0.722
C 2.927 -0.216 0.861
C -2.320 -0.995 2.358
C 4.766 -0.810 2.330
C -3.132 2.997 0.504
C 2.075 4.635 2.694
C -1.556 -3.468 -3.824
C -1.869 1.336 -0.728
H -2.085 -5.682 -6.188
H 0.391 -1.237 2.273
H 4.407 -0.089 3.064
H 2.349 0.423 1.529
H -1.789 1.420 4.057
H 0.450 -0.319 3.859
H 1.889 1.934 -0.873
H 0.724 -4.432 -3.869
H -0.187 -0.621 -3.102
H -2.033 0.080 5.127
H -1.287 2.100 -1.243
H -2.586 2.838 1.434
H -1.830 0.435 -1.339
H 2.355 -2.750 0.797
H 5.235 -1.632 2.872
H 0.404 2.801 -0.423
H -2.457 -2.926 -4.154
H 0.977 1.580 0.575
H 3.582 0.357 0.205
H 0.791 -5.343 -5.363
H -4.235 0.039 -0.852
H 3.134 2.933 1.121
H 0.155 -0.686 -0.885
H 2.230 -0.612 0.122
H 0.001 -6.035 -3.960
H -1.087 -4.390 -6.752
H -3.388 -0.803 2.543
H -2.719 3.856 -0.024
H -2.792 -4.144 -6.058
H 0.130 0.533 2.434
H -1.223 1.026 0.094
H 2.537 4.250 0.139
H 5.467 -0.245 1.716
H -4.158 3.219 0.797
H -3.246 0.375 4.134
*
```

Values from the calculation:
E_HOMO (alpha / beta), eV: -9.46 / -11.45
LUMO (alpha / beta), eV: -3.014 / -3.761

Löwdin population analysis, charges in e, atoms 1 to 2: 1.4656 0.5049

***

2.
Here is a single C17H35N3O9P2S molecule in a non-equilibrium geometry from OMol25. Energies are from wB97M-V/def2-TZVPD.

Geometry as ORCA input:
```
! RIJCOSX wB97M-V def2-TZVPD def2/J DEFGRID3
* xyz 0 1
S -0.560 -1.473 -2.752
P 3.298 -0.050 -2.236
P 2.051 -2.121 -0.627
O 0.793 -3.037 0.066
O 3.359 -0.633 -3.848
O -1.159 -1.395 -1.208
O -0.262 -2.954 -2.944
O -3.653 -1.971 -2.936
O -3.350 -2.674 0.135
O 0.828 -0.575 -2.719
O -5.072 -0.475 -2.047
O -1.525 1.497 2.572
N 4.590 -0.886 -1.393
N -2.343 -0.494 0.538
N 2.589 -3.122 -2.027
C -1.688 -0.140 -0.749
C -2.521 -1.949 0.754
C -2.768 0.327 -1.887
C -1.172 2.320 0.135
C 1.696 2.048 -1.089
C 3.138 0.409 1.214
C 0.987 0.701 -0.461
C -1.772 -2.782 1.927
C 3.551 1.167 2.600
C 0.866 -0.405 2.014
C -2.155 3.767 1.986
C -0.579 1.064 -0.634
C -1.102 2.539 1.678
C -3.855 -0.748 -2.287
C -3.657 0.091 0.845
C 1.574 0.675 1.018
C 1.533 -0.489 -1.451
H 0.067 -0.894 1.379
H -1.191 -2.108 2.634
H -0.121 2.972 2.109
H -1.288 1.728 3.493
H 2.780 1.031 3.424
H -0.584 1.436 -1.740
H 3.915 -1.445 -3.839
H 0.511 0.050 2.988
H -3.862 1.157 0.525
H -1.191 -3.666 1.520
H 4.927 -1.707 -1.930
H -3.095 3.697 1.350
H 5.374 -0.270 -1.146
H -2.490 3.636 3.082
H 3.552 -3.435 -1.799
H 4.617 0.885 2.903
H 3.605 2.287 2.322
H 1.466 1.753 1.417
H 2.022 -3.980 -2.048
H 3.837 0.832 0.431
H 1.508 2.142 -2.212
H -4.575 -0.506 0.480
H -2.638 -3.223 2.548
H -2.293 2.385 -0.142
H 0.769 -3.969 -0.260
H -0.798 3.299 -0.354
H -3.363 1.259 -1.566
H -1.611 4.766 1.931
H -4.523 -2.410 -3.101
H 1.237 3.015 -0.646
H 2.776 2.188 -0.775
H -3.770 0.090 1.996
H 3.431 -0.680 1.375
H 1.595 -1.249 2.309
H -2.253 0.705 -2.848
*
```

Values from the calculation:
E_HOMO, eV: -7.80
LUMO, eV: 0.440

Löwdin population analysis, charges in e, atoms 1 to 2: 1.0198 0.9418

***

3.
Here is 2 unconnected molecules or ions with the total composition C17H35N4O2P in a non-equilibrium geometry from OMol25. Energies are from wB97M-V/def2-TZVPD.

Geometry as ORCA input:
```
! RIJCOSX wB97M-V def2-TZVPD def2/J DEFGRID3
* xyz 0 1
P -3.075 -2.238 -0.660
O 1.557 2.067 -4.117
O 0.404 2.145 2.284
N 1.412 4.020 3.192
N -0.949 1.535 -0.263
N 0.955 -3.380 2.395
N -4.229 -3.206 0.358
C 4.016 -0.322 -1.613
C -2.206 -3.861 -1.153
C 0.581 2.920 3.215
C 1.288 1.501 -1.470
C 3.454 0.455 -2.948
C -2.393 1.375 -0.686
C -0.579 -3.766 -1.324
C 3.221 -0.142 -0.189
C -1.970 -1.139 -1.762
C 2.077 1.382 -2.906
C 1.565 4.890 4.340
C 0.482 -4.199 1.196
C -0.137 2.350 -1.257
C 2.156 4.317 1.986
C -2.634 0.382 -1.969
C 0.214 -3.135 -0.022
C 1.854 0.757 -0.084
H -3.811 0.195 -2.026
H 1.293 0.861 0.955
H -4.253 -1.861 -1.454
H -2.634 -4.378 -2.121
H 3.615 -0.695 0.765
H -0.523 -4.745 1.443
H 4.028 0.331 -3.960
H -5.198 -2.868 0.078
H 2.767 5.213 2.119
H 0.065 2.789 4.180
H 1.262 5.902 4.058
H 2.798 3.465 1.745
H 0.131 3.441 -0.857
H 1.281 -2.794 -0.432
H 4.980 -1.005 -1.644
H 1.452 4.471 1.162
H 1.358 -4.906 0.875
H 0.554 -2.404 2.376
H -0.191 -4.891 -1.418
H -4.082 -2.997 1.377
H -1.867 -1.646 -2.821
H -2.822 -1.435 0.509
H -0.890 -0.948 -1.353
H -2.401 -4.636 -0.267
H 0.824 1.522 -4.546
H -0.260 -3.260 -2.357
H 2.616 4.891 4.644
H -2.347 0.858 -3.011
H -0.641 2.454 -2.314
H 0.949 4.550 5.176
H -2.875 2.428 -0.973
H 1.984 -3.235 2.214
H -0.847 1.890 0.715
H -0.381 -2.187 0.382
H -2.999 0.923 0.238
*
```

Values from the calculation:
E_HOMO, eV: -8.01
LUMO, eV: 0.490

Löwdin population analysis, charges in e, atoms 1 to 2: 0.7056 -0.1012

***

4.
Here is a single C17H36BrF4O6PSi2 molecule from OMol25. Energies are from wB97M-V/def2-TZVPD.

Geometry as ORCA input:
```
! RIJCOSX wB97M-V def2-TZVPD def2/J DEFGRID3
* xyz 0 1
Br -0.523 -1.428 -3.833
P -0.090 3.872 -1.662
Si -0.995 2.051 -0.647
Si 0.098 -0.413 -1.958
F -2.979 3.324 0.742
F -3.610 0.617 0.610
F -4.062 0.895 -1.525
F -3.189 3.415 -1.451
O 0.156 -1.473 -0.724
O 1.486 3.719 -1.354
O -0.068 3.629 -3.258
O -0.705 5.115 -1.204
O -1.013 0.785 -1.704
O -2.621 -2.168 -1.316
C -0.063 1.795 0.930
C 3.559 -0.601 0.964
C -0.399 -2.782 -0.615
C 1.794 0.296 -2.221
C 6.051 -1.153 0.758
C -0.840 -0.119 5.067
C -3.943 1.533 -0.342
C 3.528 0.263 -0.297
C 4.638 -1.685 0.976
C 2.945 -0.469 -1.521
C -3.130 -3.093 -2.271
C -0.657 0.808 1.957
C -3.891 -2.330 -3.336
C -1.305 1.500 3.151
C -2.844 2.593 -0.412
C -1.874 -2.770 -0.288
C -1.890 0.517 4.161
H -2.302 -3.663 -2.716
H -2.426 -0.271 3.618
H 2.589 -1.451 -1.195
H 6.798 -1.904 1.021
H 0.960 1.507 0.664
H -1.392 0.156 1.484
H 0.146 0.153 2.308
H -0.317 0.646 5.648
H 3.731 -0.663 -2.253
H 4.412 -2.446 0.221
H -1.286 -0.824 5.770
H 0.157 -3.301 0.169
H 1.812 1.344 -1.910
H 4.592 -2.197 1.942
H -0.093 -0.665 4.485
H -3.457 -1.339 -3.456
H 2.952 1.170 -0.090
H -4.900 1.985 -0.074
H -2.196 -3.802 -0.092
H 3.688 0.035 1.846
H 1.936 0.309 -3.306
H 4.538 0.612 -0.529
H -0.529 2.829 -3.546
H -2.637 1.027 4.775
H 0.029 2.797 1.372
H -4.940 -2.206 -3.062
H -0.236 -3.312 -1.560
H 2.578 -1.082 1.064
H -3.776 -3.809 -1.745
H -2.084 2.178 2.792
H 2.049 3.995 -2.092
H -2.050 -2.187 0.618
H -0.546 2.118 3.648
H -3.837 -2.844 -4.297
H 6.231 -0.270 1.379
H 6.238 -0.865 -0.279
*
```

Values from the calculation:
E_HOMO, eV: -9.87
LUMO, eV: 0.466
Energy relative to the best compared isomer or geometry (same formula, charge and spin), eV: 0.000

Löwdin population analysis, charges in e, atoms 1 to 2: 0.5654 0.4035

***

5.
Here is 9 unconnected molecules or ions with the total composition C17H36F15N4O11S in a non-equilibrium geometry from OMol25. Energies are from wB97M-V/def2-TZVPD.

Geometry as ORCA input:
```
! RIJCOSX wB97M-V def2-TZVPD def2/J DEFGRID3
* xyz 4 2
S -14.389 14.854 -21.414
F -13.125 12.656 -20.492
F -6.561 11.300 -17.598
F -6.336 14.031 -23.125
F -7.046 12.693 -24.606
F -15.156 12.219 -20.972
F -5.964 14.432 -25.215
F -6.297 12.293 -19.519
F -7.592 13.112 -18.056
F -15.066 17.202 -13.861
F -12.757 7.181 -28.039
F -16.306 15.328 -14.047
F -13.807 8.516 -29.607
F -13.703 12.509 -22.599
F -14.139 15.208 -13.512
F -14.949 7.341 -28.137
O -13.766 15.005 -16.029
O -15.389 16.582 -16.489
O -15.181 15.257 -20.246
O -8.418 9.972 -19.036
O -15.144 15.247 -22.652
O -13.661 8.621 -25.870
O -14.030 10.329 -27.424
O -9.050 12.006 -19.888
O -13.006 15.431 -21.343
O -9.290 14.230 -24.406
O -7.960 16.096 -24.745
N -15.777 17.792 -19.170
N -15.768 17.930 -22.677
N -17.156 15.406 -24.460
N -12.304 17.866 -22.112
C -7.133 11.973 -18.573
C -13.879 9.132 -27.201
C -9.412 11.182 -22.126
C -6.845 13.989 -24.299
C -11.625 14.094 -24.751
C -8.075 14.908 -24.409
C -13.655 14.513 -17.378
C -8.292 11.217 -19.125
C -15.086 15.902 -14.236
C -15.172 10.045 -24.426
C -13.703 9.571 -24.742
C -13.805 8.045 -28.310
C -10.080 11.553 -20.728
C -10.465 15.076 -24.711
C -14.521 13.251 -17.509
C -14.093 12.870 -21.375
C -14.751 15.842 -15.728
H -17.370 14.602 -25.032
H -15.372 17.001 -22.660
H -8.991 12.031 -22.665
H -15.908 18.092 -23.664
H -15.535 13.576 -17.741
H -14.148 12.703 -18.374
H -16.683 17.990 -19.569
H -15.871 17.995 -18.185
H -16.613 18.108 -22.154
H -12.522 18.031 -23.084
H -15.424 16.846 -19.121
H -13.080 10.448 -24.920
H -11.457 13.385 -23.940
H -13.948 15.330 -18.036
H -16.945 16.268 -24.943
H -12.639 14.495 -24.720
H -12.467 16.937 -21.752
H -17.952 15.744 -23.939
H -10.125 10.686 -22.784
H -15.813 9.172 -24.547
H -15.492 10.804 -25.140
H -12.847 18.540 -21.592
H -11.310 17.952 -21.954
H -10.335 15.646 -25.631
H -13.178 9.177 -23.872
H -11.553 13.677 -25.756
H -10.644 10.758 -20.239
H -15.123 18.674 -22.451
H -10.517 15.773 -23.875
H -10.735 12.397 -20.946
H -12.607 14.332 -17.617
H -15.354 10.403 -23.413
H -8.582 10.480 -22.049
H -14.432 12.581 -16.654
H -15.054 18.401 -19.527
H -16.398 15.294 -23.802
*
```

Values from the calculation:
E_HOMO (alpha / beta), eV: -17.83 / -17.83
LUMO (alpha / beta), eV: -12.710 / -15.304

Löwdin population analysis, charges in e, atoms 1 to 2: 0.6653 0.1480

***

6.
Here is a molecular structure, C17H37BCoNO4P2 in a non-equilibrium geometry from OMol25. Energies are from wB97M-V/def2-TZVPD.

Geometry as ORCA input:
```
! RIJCOSX wB97M-V def2-TZVPD def2/J DEFGRID3
* xyz 0 5
Co -0.083 -0.774 -0.381
P -0.972 0.321 -1.890
P 1.028 -1.527 1.566
O 5.795 0.749 0.079
O 1.787 3.202 0.178
O -0.199 3.106 1.739
O -1.912 1.633 1.555
N 0.881 -1.876 -1.496
C -2.083 1.836 3.954
C -0.811 4.478 3.626
C -0.829 -1.134 -3.009
C 0.223 -2.800 2.575
C -1.847 4.812 1.417
C -3.763 2.815 2.448
C -2.283 2.553 2.611
C 2.165 -3.512 -3.184
C -0.508 1.730 -2.887
C -2.730 0.486 -1.525
C 0.398 -1.985 -2.724
C 2.640 -3.380 -1.887
C -1.313 3.748 2.392
C 1.918 -2.580 -0.942
C 1.610 -0.276 2.736
C 2.174 -2.291 0.431
C 0.979 -2.897 -3.579
B -0.646 1.963 1.088
H -1.015 1.679 4.190
H -0.345 -0.836 1.115
H -1.748 -1.723 -2.831
H -3.243 0.919 -2.392
H -1.227 1.863 -3.704
H 2.389 2.894 -0.506
H -2.240 4.367 0.485
H 3.593 -3.785 -1.572
H -2.867 1.113 -0.631
H -0.567 -2.383 3.214
H 6.007 0.272 -0.732
H -0.051 5.231 3.361
H -0.363 3.787 4.351
H 0.820 -0.079 3.470
H -1.657 4.995 4.106
H 1.001 -3.269 3.187
H 2.657 -4.184 -3.884
H 3.108 -2.641 0.816
H 2.522 -0.619 3.236
H 0.744 0.227 -0.178
H 1.845 2.489 0.871
H -1.044 5.515 1.117
H 0.490 1.580 -3.312
H -4.305 1.851 2.450
H -0.463 2.639 -2.276
H -0.198 -3.550 1.897
H -2.662 5.393 1.882
H -3.129 -0.513 -1.306
H -0.822 -0.774 -4.041
H -4.151 3.451 3.263
H -0.014 1.143 0.161
H 0.473 -3.081 -4.509
H -2.558 0.838 3.909
H -2.547 2.405 4.786
H 1.825 0.653 2.199
H 6.367 0.328 0.760
H -3.971 3.307 1.486
*
```

Values from the calculation:
E_HOMO (alpha / beta), eV: -3.36 / -7.26
LUMO (alpha / beta), eV: 0.439 / -0.968

Löwdin population analysis, charges in e, atoms 1 to 2: -0.0355 0.7918

***

7.
Here is a molecular structure, C17H37Cl6CuN4O5 in a non-equilibrium geometry from OMol25. Energies are from wB97M-V/def2-TZVPD.

Geometry as ORCA input:
```
! RIJCOSX wB97M-V def2-TZVPD def2/J DEFGRID3
* xyz 1 2
Cu -0.582 4.808 -1.441
Cl -7.194 -2.069 3.870
Cl -4.669 0.022 -7.542
Cl -10.024 -1.231 4.201
Cl -8.267 0.003 2.256
Cl -1.345 0.439 -7.928
Cl -9.179 -2.754 1.881
O -1.727 1.435 -1.394
O 1.392 -2.722 5.688
O 1.740 -4.389 -4.385
O 0.487 4.342 2.432
O 2.798 3.612 -2.613
N -0.862 -3.003 5.760
N 2.965 -3.472 -2.650
N 3.923 2.181 -3.920
N 1.432 3.702 4.423
C 0.853 4.625 3.587
C 0.377 -2.974 6.309
C 5.215 1.668 -4.408
C -2.094 0.329 -0.615
C 1.676 4.037 5.786
C -2.077 -3.509 6.435
C 3.876 -4.580 -2.546
C -8.663 -1.570 3.065
C -2.516 1.630 -7.320
C 2.837 1.986 -4.888
C -3.566 1.042 -6.526
C 1.927 -3.429 -3.586
C -3.312 0.416 0.345
C -1.072 -2.676 4.388
C 3.018 -2.512 -1.553
C 3.811 3.006 -2.890
C 1.899 2.380 4.089
H 1.710 1.719 4.935
H -1.517 -3.500 3.829
H 4.715 3.000 -2.262
H 2.724 3.928 6.063
H -3.255 0.389 -5.711
H 1.541 5.089 6.038
H 4.903 -4.243 -2.679
H 3.730 -5.399 -3.250
H -2.676 -2.657 6.753
H -3.161 1.067 1.207
H 2.039 1.476 -4.348
H 3.769 -5.018 -1.553
H -4.114 1.902 -6.142
H 3.174 1.459 -5.781
H -3.423 -0.595 0.736
H 5.649 2.119 -5.300
H -1.942 2.418 -6.832
H 2.130 -1.880 -1.569
H -4.261 0.560 -0.171
H -0.225 -2.316 3.804
H -2.535 -4.289 5.826
H -1.792 -3.979 7.376
H 3.067 -3.085 -0.627
H 5.154 0.621 -4.706
H 1.447 1.956 3.192
H -1.785 -1.856 4.299
H 0.610 5.587 4.065
H -2.992 2.135 -8.160
H -1.275 0.035 0.041
H 2.964 2.401 3.858
H 5.963 1.571 -3.621
H 1.353 -2.491 -3.521
H 0.925 3.616 6.455
H 3.796 -1.749 -1.563
H 2.409 2.950 -5.162
H -2.251 -0.561 -1.224
H 0.357 -3.151 7.396
*
```

Values from the calculation:
E_HOMO (alpha / beta), eV: -10.85 / -10.85
LUMO (alpha / beta), eV: -6.359 / -6.362

Löwdin population analysis, charges in e, atoms 1 to 2: 0.9307 0.5243

***

Number 1: calculated total energy -3132.70997 Eh. Number 2: calculated total energy -2590.86539 Eh. Number 3: calculated total energy -1379.11577 Eh. Number 4: calculated total energy -5014.92210 Eh. Number 5: calculated total energy -3610.53483 Eh. Number 6: calculated total energy -3115.75144 Eh. Number 7: calculated total energy -5666.32177 Eh.